Record 1
A 2-piece molecular cluster, C4H12NO3 overall at a distorted geometry, computed with wB97M-V/def2-TZVPD.

Calculated values
HOMO energy (spin up / spin down): -2.31 / -8.77 eV
calculated total energy: -439.8832 hartree
energy relative to the best compared isomer or geometry (same formula, charge and spin): 283.4 kJ/mol
⟨S²⟩: 0.75

The geometry in ORCA input format:
```
! RIJCOSX wB97M-V def2-TZVPD def2/J DEFGRID3
* xyz 0 2
O 4.084 0.133 1.909
O -0.494 -0.587 -2.127
O -1.428 1.399 -2.642
N 0.862 -0.894 0.264
C -1.317 0.284 -1.872
C -1.534 -0.458 0.486
C -0.119 0.154 0.875
C -2.190 0.274 -0.586
H -1.558 -1.507 0.249
H -2.369 1.321 -0.252
H 0.205 0.140 2.004
H -3.351 0.086 -0.714
H 1.682 -1.036 0.911
H 4.968 0.525 2.239
H 3.981 0.577 1.161
H 1.256 -0.724 -0.639
H -2.193 -0.312 1.415
H -0.112 1.059 0.270
H -0.782 1.453 -3.436
H 0.409 -1.886 0.484
*
```

---

Record 2
A 3-piece molecular cluster, C4H12NO3 overall at a distorted geometry, computed with wB97M-V/def2-TZVPD.

Calculated values
HOMO energy: -14.42 eV
calculated total energy: -439.6841 hartree
energy relative to the best compared isomer or geometry (same formula, charge and spin): 500.0 kJ/mol

The geometry in ORCA input format:
```
! RIJCOSX wB97M-V def2-TZVPD def2/J DEFGRID3
* xyz 1 1
O 3.224 -0.999 -2.192
O 1.877 -1.195 -0.093
O 0.556 0.141 -2.129
N -2.734 0.998 1.190
C -1.036 0.141 -0.348
C -1.294 0.811 0.958
C -0.780 -0.110 2.026
C -0.089 0.724 -1.306
H 0.199 1.758 -0.994
H -3.178 1.884 0.935
H 2.714 -1.514 0.260
H -3.309 0.257 0.802
H -0.766 1.769 0.932
H -1.345 -1.048 1.975
H -1.689 -0.657 -0.688
H 1.882 -1.641 -0.947
H 0.275 -0.401 1.846
H 3.816 -0.850 -2.939
H -0.819 0.322 3.017
H 2.494 -0.390 -2.305
*
```

---

Record 3
A 2-piece molecular cluster, C4H12NO3 overall at a distorted geometry, computed with wB97M-V/def2-TZVPD.

Calculated values
HOMO energy: -14.38 eV
calculated total energy: -439.8060 hartree
energy relative to the best compared isomer or geometry (same formula, charge and spin): 180.1 kJ/mol

The geometry in ORCA input format:
```
! RIJCOSX wB97M-V def2-TZVPD def2/J DEFGRID3
* xyz 1 1
O -0.684 1.491 -3.164
O 1.152 -1.481 0.272
O -2.539 -1.339 -0.395
N -0.296 0.467 -0.783
C -1.630 -1.409 0.373
C -0.694 -0.163 0.530
C 0.547 -0.609 1.338
C 1.508 0.447 1.792
H -0.561 1.444 -0.783
H 1.324 0.664 2.877
H -0.781 0.967 -3.974
H 0.719 0.437 -0.767
H -1.314 0.597 1.032
H 2.520 0.064 1.619
H -1.459 -2.282 1.026
H 2.105 -1.523 0.420
H 1.503 1.346 1.188
H 0.472 -1.309 2.189
H -1.212 2.295 -3.262
H -0.680 -0.102 -1.528
*
```

---

Record 4
A 2-piece molecular cluster, C4H12NO3 overall at a distorted geometry, computed with wB97M-V/def2-TZVPD.

Calculated values
HOMO energy: -15.59 eV
calculated total energy: -439.7984 hartree
energy relative to the best compared isomer or geometry (same formula, charge and spin): 199.8 kJ/mol

The geometry in ORCA input format:
```
! RIJCOSX wB97M-V def2-TZVPD def2/J DEFGRID3
* xyz 1 1
O -0.493 -1.983 -0.660
O -1.447 0.063 -0.270
O -4.070 0.262 0.419
N 0.954 -0.080 -0.154
C 1.919 -0.622 -1.040
C -0.529 -0.826 -0.417
C 1.075 -0.516 1.218
C 0.794 1.454 -0.354
H -0.058 1.810 0.131
H -3.596 0.442 1.224
H 1.904 -0.039 1.671
H 0.975 1.766 -1.397
H 0.279 -0.265 1.797
H 1.169 -1.651 1.408
H 1.628 1.772 0.173
H 1.699 -1.630 -1.158
H 2.915 -0.522 -0.715
H -4.743 0.950 0.379
H 1.937 -0.083 -1.981
H -2.313 -0.303 -0.273
*
```

---

Record 5
A 2-piece molecular cluster, C4H12NO3S overall at a distorted geometry, computed with wB97M-V/def2-TZVPD.

Calculated values
HOMO energy: -12.94 eV
calculated total energy: -838.0414 hartree
energy relative to the best compared isomer or geometry (same formula, charge and spin): 0.0 kJ/mol

The geometry in ORCA input format:
```
! RIJCOSX wB97M-V def2-TZVPD def2/J DEFGRID3
* xyz 1 1
S -0.123 1.720 -2.215
O 0.594 0.398 2.827
O 2.527 0.714 1.707
O -3.351 -1.057 0.136
N -0.684 -0.629 0.829
C 1.210 -0.272 -0.706
C 0.485 0.323 0.475
C 0.835 0.171 -2.133
C 1.354 0.490 1.709
H -1.194 -0.689 -0.053
H 1.742 0.419 -2.652
H 1.335 -1.360 -0.581
H 0.910 2.547 -2.007
H -3.706 -1.677 -0.520
H -0.365 -1.577 1.019
H -3.932 -0.290 0.065
H 1.138 0.362 3.628
H 2.272 -0.035 -0.595
H -0.056 1.241 0.240
H 0.293 -0.533 -2.746
H -1.282 -0.267 1.572
*
```

---

Record 6
C4H12NOP as an isolated structure at a distorted geometry, computed with wB97M-V/def2-TZVPD.

Calculated values
HOMO energy: -9.27 eV
calculated total energy: -630.8670 hartree
energy relative to the best compared isomer or geometry (same formula, charge and spin): 403.4 kJ/mol

The geometry in ORCA input format:
```
! RIJCOSX wB97M-V def2-TZVPD def2/J DEFGRID3
* xyz 0 1
P -0.080 0.039 -0.347
O 0.216 -2.131 -0.411
N -0.301 0.690 -1.766
C -1.408 0.143 0.829
C -2.684 0.076 -0.004
C 1.410 0.465 0.560
C 2.817 0.276 -0.074
H 2.732 0.542 -1.031
H 3.141 -0.824 -0.060
H -3.606 -0.143 0.466
H 3.417 0.885 0.560
H -2.653 -0.808 -0.548
H -1.495 1.147 1.304
H -2.915 0.784 -0.782
H 1.555 -0.029 1.602
H 0.447 0.647 -2.439
H 1.355 1.623 0.735
H -0.557 -2.498 -0.996
H -1.358 -0.664 1.425
*
```

---

Look up the energy relative to the best compared isomer or geometry (same formula, charge and spin) of the fifth one. 0.0 kJ/mol

---

What did the sixth record say?
C4H12NOP as an isolated structure at a distorted geometry, computed with wB97M-V/def2-TZVPD.

Calculated values
HOMO energy: -9.27 eV
calculated total energy: -630.8670 hartree
energy relative to the best compared isomer or geometry (same formula, charge and spin): 403.4 kJ/mol

The geometry in ORCA input format:
```
! RIJCOSX wB97M-V def2-TZVPD def2/J DEFGRID3
* xyz 0 1
P -0.080 0.039 -0.347
O 0.216 -2.131 -0.411
N -0.301 0.690 -1.766
C -1.408 0.143 0.829
C -2.684 0.076 -0.004
C 1.410 0.465 0.560
C 2.817 0.276 -0.074
H 2.732 0.542 -1.031
H 3.141 -0.824 -0.060
H -3.606 -0.143 0.466
H 3.417 0.885 0.560
H -2.653 -0.808 -0.548
H -1.495 1.147 1.304
H -2.915 0.784 -0.782
H 1.555 -0.029 1.602
H 0.447 0.647 -2.439
H 1.355 1.623 0.735
H -0.557 -2.498 -0.996
H -1.358 -0.664 1.425
*
```